C49H46AsFNO3PPtTe as an isolated structure. Source: the Open Molecules 2025 dataset; level of theory: ωB97M-V/def2-TZVPD.

Frontier orbital gap   6.504 eV
E_tot   -142579.2407 eV
Max |F|   0.011 Eh/bohr
Highest occupied orbital energy   -0.2540 Eh
Molecular weight   1144.48 g mol⁻¹

```
104
C49H46AsFNO3PPtTe, DFT ωB97M-V/def2-TZVPD
Pt -0.7007 1.4372 0.2628
C 4.5376 7.5078 0.4308
C 3.9628 6.8988 1.7063
C 4.9834 6.7764 2.8292
C 6.1100 5.8332 2.4275
C 5.5694 4.5482 1.8495
C 6.3584 3.4200 1.7970
C 5.8540 2.2292 1.2849
F 6.6656 1.1501 1.2700
C 4.5762 2.1252 0.8197
C 3.7552 3.2571 0.8605
C 2.3674 3.1382 0.3827
O 1.9443 2.0910 -0.1153
C 1.5561 4.3183 0.5676
C 2.1086 5.4565 1.0387
N 3.4039 5.5700 1.4272
C 4.2435 4.4670 1.3716
C 0.0955 4.2095 0.2155
O -0.4023 4.8315 -0.6929
O -0.5085 3.3450 0.9959
H 5.0231 8.4602 0.6490
H 3.7471 7.6820 -0.2990
H 5.2710 6.8417 -0.0251
H 3.1280 7.5114 2.0502
H 4.4790 6.3931 3.7192
H 5.3755 7.7645 3.0721
H 6.7330 5.6028 3.2927
H 6.7646 6.3176 1.6977
H 7.3757 3.4438 2.1680
H 4.1770 1.1984 0.4312
H 1.5213 6.3627 1.1289
C -7.5794 0.8451 3.0615
C -6.4392 0.9913 2.0910
C -6.1520 0.0017 1.1639
C -5.1121 0.1329 0.2462
C -4.9021 -0.9831 -0.7461
C -4.3235 1.2869 0.2674
Te -2.7950 1.5819 -1.1789
C -4.5988 2.3064 1.1976
C -3.7999 3.5803 1.2766
C -5.6504 2.1347 2.0912
H -8.0350 -0.1420 2.9900
H -8.3542 1.5888 2.8654
H -7.2410 0.9904 4.0886
H -6.7579 -0.8981 1.1436
H -5.6108 -1.7911 -0.5658
H -3.8949 -1.3956 -0.6777
H -5.0262 -0.6387 -1.7734
H -2.7282 3.3944 1.2972
H -4.0742 4.1374 2.1728
H -3.9847 4.2142 0.4069
H -5.8559 2.9193 2.8121
C -1.2320 -2.0768 0.2407
C -0.5225 -3.4139 0.0700
As -1.7379 -4.9704 0.1596
C -2.7578 -4.5742 -1.4618
C -2.1423 -4.4093 -2.7013
C -2.8969 -4.1284 -3.8284
C -4.2795 -4.0161 -3.7310
C -4.9004 -4.1824 -2.5039
C -4.1401 -4.4558 -1.3724
C -0.5094 -6.2626 -0.6474
C -1.0426 -7.3510 -1.3354
C -0.2138 -8.3052 -1.9043
C 1.1651 -8.1902 -1.7854
C 1.7056 -7.1198 -1.0904
C 0.8728 -6.1623 -0.5235
P -0.1810 -0.6350 -0.1964
C 0.2519 -0.9480 -1.9354
C -0.7964 -1.1367 -2.8373
C -0.5335 -1.3223 -4.1856
C 0.7740 -1.3137 -4.6493
C 1.8189 -1.1074 -3.7611
C 1.5607 -0.9208 -2.4106
C 1.3247 -0.8908 0.8164
C 2.2787 -1.8770 0.5591
C 3.3857 -2.0239 1.3829
C 3.5491 -1.1974 2.4850
C 2.5995 -0.2265 2.7642
C 1.4984 -0.0760 1.9349
H -1.5640 -1.9262 1.2705
H -2.1215 -2.0098 -0.3888
H 0.2112 -3.5403 0.8655
H 0.0022 -3.4608 -0.8870
H -1.0656 -4.5077 -2.7899
H -2.4072 -4.0015 -4.7857
H -4.8695 -3.8024 -4.6131
H -5.9767 -4.0979 -2.4245
H -4.6297 -4.5868 -0.4139
H -2.1176 -7.4476 -1.4412
H -0.6447 -9.1399 -2.4425
H 1.8137 -8.9324 -2.2323
H 2.7794 -7.0249 -0.9889
H 1.3182 -5.3372 0.0192
H -1.8247 -1.1279 -2.4960
H -1.3568 -1.4618 -4.8740
H 0.9774 -1.4530 -5.7033
H 2.8397 -1.0768 -4.1192
H 2.3809 -0.7099 -1.7381
H 2.1664 -2.5316 -0.2947
H 4.1235 -2.7840 1.1604
H 4.4161 -1.3098 3.1233
H 2.7172 0.4226 3.6222
H 0.7725 0.6960 2.1755
```


C30H20ClN4O4V as an isolated structure. Source: the Open Molecules 2025 dataset; level of theory: ωB97M-V/def2-TZVPD.

Frontier orbital gap (spin up / spin down)   4.955 / 4.956 eV
E_tot   -83782.0805 eV
Max |F|   0.017 Eh/bohr
Highest occupied orbital energy (spin up / spin down)   -0.4936 / -0.4936 Eh
Molecular weight   586.91 g mol⁻¹
Total charge   +2

```
60
C30H20ClN4O4V, DFT ωB97M-V/def2-TZVPD
V -0.1579 0.2855 0.1798
O 1.9558 4.1967 0.8538
C 3.1449 3.6039 0.5865
C 4.2086 4.4521 0.2908
C 5.4656 3.9336 0.0683
C 5.6992 2.5575 0.1432
C 4.6543 1.7153 0.4234
C 3.3532 2.2156 0.6274
C 2.2900 1.2585 0.8531
O 1.0064 1.6649 0.6648
N 2.4903 0.0292 1.2150
N 1.2873 -0.6037 1.2634
C 1.1831 -1.7347 1.8832
C -0.0882 -2.3280 2.1724
C -0.1883 -3.5984 2.7594
C -1.4201 -4.0764 3.1507
C -2.5656 -3.2921 2.9951
C -2.5016 -2.0270 2.4345
C -1.2618 -1.5706 2.0153
O -1.1433 -0.3210 1.4934
H 1.3472 3.5332 1.1882
H 4.0210 5.5163 0.2641
H 6.2828 4.6064 -0.1540
H 6.6919 2.1633 -0.0182
H 4.8138 0.6470 0.4819
H 2.1017 -2.1898 2.2442
H 0.7050 -4.1904 2.9110
H -1.4998 -5.0562 3.5998
H -3.5200 -3.6764 3.3293
H -3.3765 -1.4011 2.3309
Cl 1.8357 -5.1422 -4.0814
C 1.5458 -3.6959 -3.2054
C 2.6247 -2.8679 -2.8736
C 2.4285 -1.6934 -2.1733
C 1.1345 -1.3638 -1.7886
O 0.9075 -0.2002 -1.1530
C 0.0401 -2.1837 -2.1136
C -1.2847 -1.7388 -1.8015
N -1.5239 -0.7712 -0.9790
C -2.8112 -0.1955 -0.8519
C -4.0204 -0.8214 -1.0054
C -5.2101 -0.0715 -0.9105
C -5.1743 1.2781 -0.6860
C -3.9368 1.9402 -0.5049
C -3.8050 3.3350 -0.3077
C -2.5602 3.8899 -0.1680
C -1.4378 3.0530 -0.1525
N -1.5247 1.7438 -0.3214
C -2.7589 1.1813 -0.5541
C 0.2567 -3.3553 -2.8492
H 3.6198 -3.1575 -3.1830
H 3.2500 -1.0343 -1.9304
H -2.1210 -2.2054 -2.3196
H -4.0754 -1.8854 -1.1985
H -6.1575 -0.5765 -1.0353
H -6.0898 1.8536 -0.6454
H -4.6921 3.9555 -0.2810
H -2.4229 4.9534 -0.0401
H -0.4442 3.4530 -0.0008
H -0.5714 -3.9899 -3.1359
```


A 2-piece molecular cluster, C6H6Cl3N overall in a non-equilibrium geometry. Source: the Open Molecules 2025 dataset; level of theory: ωB97M-V/def2-TZVPD.

Frontier orbital gap (spin up / spin down)   8.721 / 4.922 eV
E_tot   -45366.6043 eV
Max |F|   0.095 Eh/bohr
Highest occupied orbital energy (spin up / spin down)   -0.5098 / -0.5098 Eh
Energy relative to the best compared isomer or geometry (same formula, charge and spin)   0.00 kcal/mol
Spin multiplicity   2
Molecular weight   198.48 g mol⁻¹
Total charge   +1

```
16
C6H6Cl3N, DFT ωB97M-V/def2-TZVPD
N 1.9946 -0.7408 -0.4191
C 2.8320 0.2053 0.0425
C 2.4453 1.5188 0.1902
C 1.1828 1.8963 -0.2839
C 0.3256 0.9341 -0.8509
C 0.8003 -0.3619 -0.9511
H 3.8158 -0.0742 0.3895
H 3.0871 2.2220 0.7001
H 0.8320 2.8936 -0.0633
H -0.6372 1.1272 -1.3006
H 0.2155 -1.1885 -1.3268
C -3.4478 -1.7796 0.7410
Cl -1.7685 -2.1265 0.3167
Cl -4.2908 -0.9090 -0.5685
Cl -3.4901 -0.9051 2.2996
H -3.8966 -2.7116 1.0848
```


One molecule with the formula C4H7N3O in a non-equilibrium geometry. Source: the Open Molecules 2025 dataset; level of theory: ωB97M-V/def2-TZVPD.

Frontier orbital gap   10.300 eV
Structure (SMILES)   CC1=NNCC=NO1
E_tot   -10772.4528 eV
Max |F|   0.206 Eh/bohr
Highest occupied orbital energy   -0.3507 Eh
Energy relative to the best compared isomer or geometry (same formula, charge and spin)   168.22 kcal/mol
Molecular weight   113.12 g mol⁻¹

```
15
C4H7N3O, DFT ωB97M-V/def2-TZVPD
C -0.5442 2.4373 -0.0843
C -0.1190 0.9631 -0.3600
N 0.9817 0.7198 -0.0707
N 1.5156 -0.6959 -0.4359
C 0.6688 -1.6219 0.6083
C -0.5187 -1.9987 -0.1950
N -1.1772 -1.1733 -1.0278
O -1.0579 0.2050 -0.9382
H -1.4491 2.8781 -0.9508
H 0.0991 3.2434 0.4156
H -1.3396 2.3597 0.8301
H 2.3574 -0.5112 0.0706
H 1.1574 -2.6762 1.0192
H 0.5323 -1.1394 1.5737
H -1.1065 -2.9897 -0.4545
```


A 12-piece molecular cluster, H24O12 overall. Source: the Open Molecules 2025 dataset; level of theory: ωB97M-V/def2-TZVPD.

Frontier orbital gap   10.561 eV
Structure (SMILES)   O.O.O.O.O.O.O.O.O.O.O.O
E_tot   -24960.4568 eV
Max |F|   0.014 Eh/bohr
Highest occupied orbital energy   -0.4010 Eh
Energy relative to the best compared isomer or geometry (same formula, charge and spin)   28.54 kcal/mol
Molecular weight   216.18 g mol⁻¹

```
36
H24O12, DFT ωB97M-V/def2-TZVPD
O 1.1520 2.0353 -2.5306
H 0.6103 2.2424 -3.2987
H 0.6226 1.4133 -2.0000
O -1.8936 3.5322 -0.2785
H -2.7728 3.3026 0.0404
H -1.3289 2.8024 -0.0034
O 2.0363 -0.1315 2.3284
H 2.1510 -0.3472 1.3950
H 1.3725 0.5797 2.3538
O -1.5189 0.5865 1.4715
H -2.3557 1.0095 1.6944
H -0.8261 1.1802 1.8389
O -2.3611 -3.1225 -0.5403
H -2.2370 -2.1866 -0.3621
H -2.9494 -3.1491 -1.3036
O 0.5043 2.2575 2.1207
H 0.7791 2.9698 2.7122
H 0.9410 2.4542 1.2776
O 1.6582 -1.8339 -1.3326
H 2.1097 -2.4890 -0.7799
H 2.1002 -1.8555 -2.1901
O 3.5539 0.8929 -1.0635
H 3.1268 1.7552 -1.0179
H 2.8215 0.2762 -1.1795
O 1.5236 -2.7195 1.1251
H 0.5559 -2.6555 1.1076
H 1.7209 -2.9090 2.0478
O -1.3835 -2.1879 1.9198
H -1.3670 -1.2714 1.5923
H -1.5983 -2.1073 2.8537
O -2.5280 0.1741 -2.6748
H -1.8371 0.3763 -2.0215
H -2.1475 -0.5257 -3.2141
O -0.1866 0.1350 -0.9893
H 0.4109 -0.6486 -1.0367
H -0.4592 0.1648 -0.0619
```


One molecule with the formula C5H7N3 in a non-equilibrium geometry. Source: the Open Molecules 2025 dataset; level of theory: ωB97M-V/def2-TZVPD.

Frontier orbital gap   8.626 eV
Structure (SMILES)   c1cn2c(n1)NCC2
E_tot   -9768.4153 eV
Max |F|   0.030 Eh/bohr
Highest occupied orbital energy   -0.2855 Eh
Energy relative to the best compared isomer or geometry (same formula, charge and spin)   22.42 kcal/mol
Molecular weight   109.13 g mol⁻¹

```
15
C5H7N3, DFT ωB97M-V/def2-TZVPD
C -2.4197 -0.2768 -0.0043
C -1.6978 0.8805 0.0266
N -0.3811 0.4805 0.0269
C -0.4160 -0.8698 -0.0548
N -1.5858 -1.4031 -0.0597
N 0.8795 -1.3730 -0.1671
C 1.8148 -0.2747 0.1070
C 0.9682 1.0057 -0.1590
H -3.4851 -0.3623 -0.0718
H -2.0289 1.9162 0.1215
H 1.1087 -2.2667 0.2778
H 2.1659 -0.3494 1.1526
H 2.6986 -0.3089 -0.5102
H 1.1431 1.3385 -1.2050
H 1.2356 1.8632 0.5195
```